# 1
Entry from the OMol25 dataset: C21H12BrFN2O6PbS as an isolated structure at a distorted geometry (the ωB97M-V functional and the def2-TZVPD basis).

Cartesian coordinates (Å):
Pb -0.07 0.24 0.40
Br -2.22 -5.62 0.04
S 1.27 -1.71 1.59
F 4.30 4.82 1.24
O -1.54 1.70 -0.91
O -1.69 1.25 1.87
O -5.10 4.37 0.76
O 1.23 -0.83 -1.28
O -3.86 2.90 3.00
O -3.54 3.76 -1.66
N 2.07 -1.80 -0.99
N -1.84 -1.56 -0.33
C 3.37 3.88 1.02
C 2.22 -2.28 0.27
C 3.75 -3.26 -1.83
C -2.35 2.31 -0.16
C -4.14 3.65 0.69
C 3.19 -3.27 0.49
C -3.80 -3.43 -0.86
C -4.01 -2.08 -1.14
C 1.16 3.05 1.37
C 3.70 2.80 0.22
C 1.50 1.96 0.59
C -1.63 -2.84 -0.06
C -2.59 -3.81 -0.33
C 2.78 -2.31 -2.02
C -2.44 2.06 1.25
C -2.99 -1.18 -0.87
C -3.54 2.85 1.83
C -3.38 3.29 -0.56
C 3.98 -3.73 -0.54
C 2.12 4.03 1.59
C 2.74 1.81 0.00
H -0.68 -3.11 0.40
H 2.98 0.96 -0.62
H 4.76 -4.45 -0.34
H 3.30 -3.64 1.49
H 2.53 -1.89 -2.98
H 1.90 4.89 2.21
H 4.32 -3.62 -2.68
H 4.68 2.73 -0.22
H -3.09 -0.13 -1.09
H 0.18 3.15 1.80
H -4.94 -1.74 -1.57
H -4.57 -4.16 -1.06

**Energy above the lowest of the compared OMol25 structures with the same formula, charge and spin**: 0.5725 eV
**Total energy**: -126075.4295 eV
**Charge**: 0
**Frontier orbital gap (alpha / beta)**: 4.882 / 4.883 eV
**LUMO energy (alpha / beta)**: -0.0946 / -0.0946 hartree

---

# 2
Entry from the OMol25 dataset: one molecule with the formula C4H9NO at a distorted geometry (the ωB97M-V functional and the def2-TZVPD basis).

Cartesian coordinates (Å):
O -0.22 -0.28 -2.20
N -0.95 0.30 1.37
C -0.06 0.01 0.22
C -0.17 1.38 0.66
C -0.83 -0.56 -0.93
C 1.24 -0.78 0.35
H -0.30 0.02 2.20
H 0.63 1.84 1.17
H -0.85 -1.66 -0.89
H 0.90 -1.80 0.81
H 1.90 -0.23 1.06
H -0.77 2.13 0.20
H 1.68 -0.93 -0.72
H -1.86 -0.09 -0.95
H -0.33 0.65 -2.37

**Energy above the lowest of the compared OMol25 structures with the same formula, charge and spin**: 2.6006 eV
**Total energy**: -7829.7194 eV
**Charge**: 0
**Frontier orbital gap**: 10.933 eV
**LUMO energy**: 0.0325 hartree
**SMILES string**: C[C@]1(CO)CN1

---

# 3
Entry from the OMol25 dataset: CKO3 as an isolated structure at a distorted geometry (the ωB97M-V functional and the def2-TZVPD basis).

Cartesian coordinates (Å):
K -26.54 -0.49 7.27
O -25.92 -2.94 8.79
O -27.63 -4.30 9.47
O -27.89 -3.09 7.65
C -27.07 -3.49 8.63

**Energy above the lowest of the compared OMol25 structures with the same formula, charge and spin**: 0.0000 eV
**Total energy**: -23504.7146 eV
**Charge**: -1
**Frontier orbital gap**: 2.764 eV
**LUMO energy**: 0.0530 hartree

---

# 4
Entry from the OMol25 dataset: a 2-piece molecular cluster, C3H8N3S overall at a distorted geometry (the ωB97M-V functional and the def2-TZVPD basis).

Cartesian coordinates (Å):
S 0.07 -1.37 0.53
N 0.80 1.11 0.23
N -1.10 -0.23 0.81
N -2.60 -0.56 -0.69
C 1.37 0.01 0.16
C 2.74 -0.37 -0.16
C -0.57 1.10 0.69
H -0.56 1.51 1.65
H 3.01 -0.38 -1.17
H -3.05 0.33 -0.90
H 3.08 -1.37 0.23
H -2.33 -0.98 -1.50
H -3.23 -1.05 -0.15
H -1.06 1.97 0.01
H 3.43 0.30 0.27

**Energy above the lowest of the compared OMol25 structures with the same formula, charge and spin**: 3.1670 eV
**Total energy**: -18536.3387 eV
**Charge**: +1
**Frontier orbital gap (alpha / beta)**: 7.920 / 7.918 eV
**LUMO energy (alpha / beta)**: -0.2296 / -0.2295 hartree

---

Q: Which value of charge does entry 4 give?
A: +1

---

Q: Among the records above, which one has the highest energy above the lowest of the compared OMol25 structures with the same formula, charge and spin?
A: C3H8N3S

---

Q: What is the energy above the lowest of the compared OMol25 structures with the same formula, charge and spin in the fourth record?
A: 3.1670 eV

---

Q: Which of these has the lowest total energy?
A: C21H12BrFN2O6PbS